a.
Formula: C3H12N4O
Source: the OMol25 dataset
Level of theory: ωB97M-V with the def2-TZVPD basis set

As for the orbital gap: 8.740 eV.

Last column: Löwdin charge in e.
Cartesian coordinates (Å):
C 1.2728 -0.8316 0.4211  -0.368
C -0.4364 0.7858 -0.2407  -0.363
C -0.6610 -0.5576 0.2655  -0.271
N 2.3095 0.1429 0.3188  0.034
N -0.1084 1.8394 0.6502  0.034
N -2.0972 1.2990 -0.7079  -0.017
N -1.1700 -1.5601 -0.5835  0.051
O 1.5428 -1.8595 -0.5142  -0.072
H 2.0554 -1.4142 -1.2077  0.089
H 1.2615 -1.3061 1.4061  0.110
H 0.0545 0.8537 -1.2068  0.137
H -1.0899 -0.6060 1.2660  0.133
H 1.9688 1.0508 0.6434  0.052
H 3.1081 -0.1031 0.8977  0.084
H -0.3220 2.7100 0.1678  0.088
H -0.7302 1.8162 1.4533  0.085
H -0.6938 -1.5796 -1.4803  0.086
H -2.4475 0.6940 -1.4534  0.005
H -2.7310 1.1092 0.0731  0.014
H -1.0859 -2.4832 -0.1686  0.090



b.
Formula: C3H12N4O
Source: the OMol25 dataset
Level of theory: ωB97M-V with the def2-TZVPD basis set

As for the orbital gap: 9.613 eV. Its structure (SMILES) is [H]/N=N/[C@H](N)OC.CN.

Last column: Löwdin charge in e.
Cartesian coordinates (Å):
H 0.0743 0.1573 -3.0674  0.069
N 0.0760 0.5861 -2.1325  0.094
N 1.1834 0.4032 -1.6092  0.007
C 1.2881 0.9433 -0.2648  -0.524
N 2.6143 1.4479 -0.1256  0.085
O 0.9742 -0.1447 0.5980  -0.164
C 0.4776 0.2246 1.8689  -0.106
H 0.5670 1.7682 -0.1148  0.147
H 2.7353 1.9164 0.7681  0.076
H 3.2896 0.6878 -0.2165  0.089
H 1.0317 1.0605 2.3051  0.081
H 0.6082 -0.6483 2.5072  0.091
H -0.5898 0.4866 1.8145  0.081
C -1.9520 -1.8334 -0.2484  -0.200
N -2.3185 -0.4257 -0.1209  -0.073
H -2.8330 -2.4399 -0.0994  0.062
H -1.2327 -2.0578 0.5077  0.048
H -1.5121 -2.0936 -1.2221  0.064
H -2.9912 -0.1986 -0.8633  0.063
H -1.4903 0.1603 -0.2848  0.010



Which structure wins on stability? b wins.



a.
Formula: C7H9NS2
Source: the OMol25 dataset
Level of theory: ωB97M-V with the def2-TZVPD basis set

As for the orbital gap: 7.570 eV. Its structure (SMILES) is NS[C@@H]1C=CC=C/C1=C\S.

Last column: Löwdin charge in e.
Cartesian coordinates (Å):
N -0.0802 -3.2360 0.4220  -0.403
S -0.4831 -1.9458 -0.4598  0.891
C 0.5893 -0.4002 -0.3143  -0.545
C 1.3098 -0.3524 0.8970  -0.157
C 1.2867 0.7121 1.7245  -0.082
C 0.4334 1.8121 1.4110  -0.104
C -0.4104 1.8407 0.3635  -0.033
C -0.3073 0.7221 -0.6765  -0.354
C -0.9633 0.7510 -1.8722  -0.473
S -2.2790 1.8990 -2.1608  0.746
H -0.0295 -3.2146 1.4339  0.047
H 0.4189 -4.0199 0.1233  0.011
H 1.4444 -0.5985 -1.1388  0.167
H 1.7824 -1.3356 1.1354  0.117
H 1.8535 0.8324 2.6194  0.095
H 0.4150 2.6871 2.0547  0.104
H -1.0692 2.6729 0.0273  0.083
H -0.8927 -0.0167 -2.5941  0.044
H -3.0189 1.1904 -2.9954  -0.154



b.
Formula: C7H9NS2
Source: the OMol25 dataset
Level of theory: ωB97M-V with the def2-TZVPD basis set

As for the orbital gap: 8.310 eV.

Last column: Löwdin charge in e.
Cartesian coordinates (Å):
C 0.4292 0.1112 -2.0169  -0.090
C 0.0833 1.1612 -1.2874  -0.060
C -2.0162 -0.3163 -0.0029  -1.074
C -0.6953 1.6679 -0.3759  -0.144
C 0.5570 -1.0535 -0.9241  -0.504
C 1.7241 -2.2503 -1.2874  -0.056
C -2.8679 1.8789 0.5796  -0.115
N -1.8711 1.0301 -0.0299  -0.229
S -3.3478 -0.8690 0.6984  0.666
S -1.2153 -1.6407 -0.9288  0.886
H 0.5936 0.2737 -3.0851  0.114
H -0.5015 2.6647 -0.0313  0.115
H 0.5826 -0.6675 0.0712  0.068
H 2.5345 -1.5643 -1.6054  0.057
H 1.3109 -2.6301 -2.2341  0.055
H 2.2299 -3.0019 -0.6732  0.059
H -3.9257 1.4392 0.6519  0.057
H -2.5283 2.2638 1.6391  0.138
H -2.8503 2.6726 -0.0913  0.057



Which structure wins on stability? a wins.



a.
Formula: C7H17N
Source: the OMol25 dataset
Level of theory: ωB97M-V with the def2-TZVPD basis set

As for the orbital gap: 10.635 eV. Its structure (SMILES) is C=NCC.CCCC.

Last column: Löwdin charge in e.
Cartesian coordinates (Å):
C 2.0317 -0.6861 1.3745  -0.061
N 1.0186 -1.2671 0.8526  -0.034
C 0.3963 -2.3969 1.5598  -0.290
C -0.9070 -2.7806 0.8114  -0.099
H 2.5651 -0.9925 2.2943  0.080
H 2.3554 0.2476 0.9414  0.050
H 1.0896 -3.2131 1.6014  0.096
H 0.1762 -2.0861 2.5738  0.102
H -1.3949 -3.5534 1.4051  0.061
H -1.5519 -1.8917 0.7588  0.058
H -0.6774 -3.0675 -0.2423  0.078
C 0.4113 0.4324 -2.3681  -0.132
C -0.3014 1.6030 -1.7506  -0.275
C -0.5088 1.4572 -0.2280  -0.290
C -1.0575 2.7285 0.4100  -0.117
H 1.4498 0.3164 -2.0600  0.064
H 0.5452 0.4876 -3.4781  0.077
H -0.1007 -0.5006 -2.2140  0.057
H -1.3338 1.6665 -2.1448  0.111
H 0.1763 2.5444 -1.9678  0.098
H 0.4595 1.2477 0.2367  0.070
H -1.1591 0.6214 -0.0138  0.090
H -0.3489 3.5443 0.3761  0.066
H -1.3168 2.5432 1.4162  0.045
H -2.0166 2.9953 -0.1445  0.095



b.
Formula: C7H17N
Source: the OMol25 dataset
Level of theory: ωB97M-V with the def2-TZVPD basis set

As for the orbital gap: 11.035 eV. Its structure (SMILES) is C=NCC.CCCC.

Last column: Löwdin charge in e.
Cartesian coordinates (Å):
C -0.9699 0.3325 1.7359  -0.098
N -1.9907 -0.2146 1.2012  -0.024
C -2.1019 -1.6363 1.6345  -0.324
C -3.4318 -2.1079 1.1047  -0.130
H -0.2167 -0.2481 2.2796  0.071
H -0.8232 1.4298 1.7663  0.075
H -1.2546 -2.2482 1.2654  0.114
H -2.0760 -1.6600 2.7366  0.107
H -3.6283 -3.1591 1.4258  0.078
H -4.2207 -1.4437 1.4748  0.070
H -3.4076 -2.0582 0.0102  0.070
C 0.6332 1.6635 -2.6823  -0.123
C 0.9696 0.8774 -1.4173  -0.292
C 2.4329 0.9841 -0.9556  -0.288
C 2.8174 0.1531 0.2746  -0.130
H 0.8985 2.7247 -2.5121  0.075
H -0.4299 1.6453 -2.9464  0.069
H 1.2088 1.3354 -3.5527  0.068
H 0.7160 -0.1885 -1.5488  0.107
H 0.3234 1.2402 -0.6001  0.085
H 3.1313 0.7404 -1.7881  0.112
H 2.6155 2.0444 -0.7008  0.106
H 3.9083 0.2265 0.4408  0.069
H 2.5704 -0.9145 0.1375  0.070
H 2.3263 0.4817 1.2166  0.065



c.
Formula: C7H17N
Source: the OMol25 dataset
Level of theory: ωB97M-V with the def2-TZVPD basis set

As for the orbital gap: 8.937 eV.

Last column: Löwdin charge in e.
Cartesian coordinates (Å):
C -2.2997 1.0723 0.5510  -0.204
C -2.4366 0.4240 -0.8243  -0.296
C -1.7955 -0.9202 -1.0473  -0.103
C -0.8957 1.3422 0.9377  -0.238
N 0.0248 1.4485 -0.0547  0.037
C 2.7098 0.6629 0.4065  -0.135
C 2.1791 -0.5799 -0.3449  -0.300
C 1.6611 -1.8918 0.4415  -0.095
H -2.6304 2.0407 0.4665  0.095
H -2.9665 0.4681 1.1033  0.104
H -1.9286 1.2117 -1.3913  0.097
H -3.4842 0.5944 -1.0561  0.102
H -2.0953 -1.6646 -0.2684  0.085
H -1.8371 -1.3973 -2.0476  0.078
H -0.6972 -0.5892 -0.9700  0.052
H -0.7691 1.8157 1.9513  0.128
H 0.3008 0.5843 0.7960  0.154
H 2.4613 1.4695 -0.3101  0.073
H 3.7072 0.5525 0.7210  0.051
H 2.0927 0.9798 1.1852  0.017
H 1.2886 -0.1784 -0.9054  0.054
H 2.8448 -0.9275 -1.1194  0.080
H 2.1147 -1.9694 1.4395  0.060
H 0.5771 -1.7653 0.5515  0.028
H 1.8737 -2.7831 -0.2116  0.075



d.
Formula: C7H17N
Source: the OMol25 dataset
Level of theory: ωB97M-V with the def2-TZVPD basis set

As for the orbital gap: 9.338 eV. Its structure (SMILES) is CCN[C@@H](C)C(C)C.

Last column: Löwdin charge in e.
Cartesian coordinates (Å):
C 0.8859 3.2673 0.1491  -0.101
C 0.3962 2.0123 0.8716  -0.283
N 0.8228 0.7776 0.2525  -0.045
C -0.1753 -0.0424 -0.4323  -0.413
C 0.3256 -0.5886 -1.7568  -0.048
C -0.6436 -1.1621 0.4984  -0.399
C -1.8263 -1.9510 -0.1117  -0.081
C 0.4244 -2.1379 1.0205  -0.065
H 0.4464 4.1801 0.5678  0.067
H 1.9334 3.5453 0.3553  0.067
H 0.7595 3.1308 -0.9204  0.069
H 0.6717 1.9435 1.9182  0.100
H -0.6889 2.1366 0.8663  0.108
H 1.7015 0.7331 -0.2338  0.106
H -1.0739 0.5291 -0.6594  0.130
H -0.5614 -0.7606 -2.3564  0.076
H 0.9551 0.1732 -2.2141  0.078
H 0.8462 -1.5393 -1.6514  0.079
H -1.0733 -0.6432 1.3614  0.125
H -1.4315 -2.5482 -0.9389  0.072
H -2.2233 -2.6361 0.6393  0.077
H -2.6265 -1.2951 -0.4392  0.073
H 0.4566 -2.2225 2.0999  0.074
H 0.3021 -3.0815 0.4928  0.067
H 1.3966 -1.8204 0.6214  0.068



Which structure wins on stability? d wins.



a.
Formula: C7H17N
Source: the OMol25 dataset
Level of theory: ωB97M-V with the def2-TZVPD basis set

As for the orbital gap: 8.758 eV. Its structure (SMILES) is CC=C(C)C.CCN.

Last column: Löwdin charge in e.
Cartesian coordinates (Å):
C 0.7820 2.2963 -0.3945  -0.097
C -0.1867 1.3799 0.3178  -0.197
C -1.0539 0.5575 -0.3717  -0.389
C -0.7881 0.1570 -1.7949  -0.071
C -2.4277 0.2463 0.1370  -0.077
H 0.2758 2.9476 -1.1099  0.079
H 1.3222 2.9172 0.3179  0.071
H 1.5130 1.7097 -0.9531  0.066
H -0.5814 1.8043 1.2373  0.107
H 0.2794 0.0446 -1.9865  0.068
H -1.2850 -0.7854 -2.0350  0.077
H -1.1615 0.9138 -2.4936  0.089
H -2.5942 -0.8381 0.1601  0.072
H -3.1925 0.6691 -0.5163  0.083
H -2.5824 0.6407 1.1404  0.077
C 0.1363 -1.8540 0.9387  -0.119
C 1.3793 -1.0374 1.2257  -0.377
N 2.4744 -1.2202 0.3269  -0.020
H -0.6638 -1.6708 1.6466  0.070
H -0.1502 -1.9340 -0.1072  0.062
H 0.6601 -2.8011 1.2420  0.084
H 0.9369 0.1655 0.9621  0.118
H 1.7118 -1.1089 2.2603  0.103
H 2.1879 -1.1342 -0.6403  0.058
H 3.0083 -2.0656 0.4901  0.063



b.
Formula: C7H17N
Source: the OMol25 dataset
Level of theory: ωB97M-V with the def2-TZVPD basis set

As for the orbital gap: 9.967 eV. Its structure (SMILES) is CCCCNCCC.

Last column: Löwdin charge in e.
Cartesian coordinates (Å):
C 2.4153 0.4395 -3.0895  -0.100
C 1.7121 1.2868 -2.0402  -0.283
C 0.9877 0.4538 -1.0136  -0.254
C -0.4395 0.9970 -0.6141  -0.170
N -1.1380 0.2811 0.5940  -0.074
C -0.2814 -0.6931 1.3101  -0.270
C -1.1851 -1.8042 1.9864  -0.237
C -2.1867 -0.9867 2.8489  -0.142
H 1.9289 -0.4779 -3.1116  0.045
H 2.2634 0.9308 -4.0413  0.068
H 3.4614 0.3591 -3.0084  0.057
H 2.3685 2.0102 -1.4899  0.112
H 1.0047 2.0802 -2.5415  0.133
H 0.9685 -0.6309 -1.2040  0.090
H 1.6342 0.3262 -0.0567  0.127
H -0.2470 2.0839 -0.3717  0.111
H -1.2126 0.9892 -1.3957  0.100
H -1.3978 1.0623 1.2381  0.098
H 0.2595 -1.2385 0.5190  0.083
H 0.5190 -0.3067 1.9633  0.113
H -1.7722 -2.4287 1.3539  0.076
H -0.7796 -2.6602 2.6178  0.112
H -2.4552 -1.5229 3.7764  0.067
H -1.7130 0.0183 3.1084  0.074
H -2.9991 -0.7203 2.1586  0.064



Which structure wins on stability? b wins.



a.
Formula: C4H11N2O2
Source: the OMol25 dataset
Level of theory: ωB97M-V with the def2-TZVPD basis set

As for the orbital gap: 11.508 eV. As for the total charge: +1.

Last column: Löwdin charge in e.
Cartesian coordinates (Å):
C 0.0750 -0.8614 1.1328  -0.408
C 0.3455 0.3805 0.4114  -0.207
C 0.7964 -2.1363 0.8056  0.025
C -2.0428 -0.2058 -0.4932  0.017
N -0.7485 -0.1996 0.1115  0.047
N 1.1457 1.3789 0.2544  0.221
O -0.4329 -0.6775 2.4196  0.081
O 0.8759 2.5008 -2.3454  -0.066
H 1.8789 -2.0388 0.8612  0.088
H 0.4609 -2.3340 -0.2669  0.112
H 0.3424 -3.0258 1.4528  0.143
H -2.1759 -1.3226 -0.7210  0.134
H -2.8912 0.1207 0.2452  0.138
H -1.9730 0.5977 -1.2192  0.098
H 1.5296 1.8466 -2.6728  0.074
H 1.1696 2.1903 -0.4736  0.138
H 1.9438 1.6668 0.9311  0.195
H -1.2668 -1.0847 2.5678  0.100
H 0.9675 3.2041 -3.0012  0.068



b.
Formula: C4H11N2O2
Source: the OMol25 dataset
Level of theory: ωB97M-V with the def2-TZVPD basis set

As for the orbital gap: 10.431 eV. As for the total charge: +1.

Last column: Löwdin charge in e.
Cartesian coordinates (Å):
O -2.1415 -0.8941 -1.6691  0.085
C -1.7866 0.1041 -2.2290  -0.197
C -0.3546 0.5752 -2.1051  -0.112
N 0.3610 -0.3592 -1.2163  0.124
H -2.4913 0.6882 -2.8327  0.144
H 0.0573 0.5722 -3.1146  0.143
H -0.2851 1.5884 -1.7129  0.135
H 1.2138 -0.7674 -1.6038  0.170
H 0.4771 0.1278 -0.2007  0.102
H -0.2510 -1.1863 -1.1098  0.134
O 1.6433 -1.6311 3.0554  0.113
C 0.9323 -1.2796 2.1695  -0.268
C 0.1695 0.0256 2.2236  -0.173
N 0.6667 0.9542 1.1551  0.006
H 0.8069 -1.9009 1.2611  0.117
H -0.8916 -0.1624 2.0490  0.126
H 0.2938 0.4389 3.2222  0.127
H 0.0377 1.7532 1.1707  0.106
H 1.5425 1.3530 1.4873  0.118



c.
Formula: C4H11N2O2
Source: the OMol25 dataset
Level of theory: ωB97M-V with the def2-TZVPD basis set

As for the orbital gap: 10.092 eV. Its structure (SMILES) is [NH3+]CCNCC(=O)O. As for the total charge: +1.

Last column: Löwdin charge in e.
Cartesian coordinates (Å):
N 1.2089 -1.5758 0.8934  0.120
C -0.2337 -1.3788 1.3856  -0.110
C -1.2364 -0.7399 0.2489  -0.175
N -0.5566 -0.1909 -0.8794  -0.074
C -0.7653 1.3121 -1.1784  -0.059
C 0.4002 1.9408 -0.5753  -0.537
O 1.1300 1.4456 0.2719  0.043
O 0.9703 2.9715 -1.2137  0.074
H 1.3194 -0.7869 0.1656  0.137
H 1.9198 -1.4816 1.7328  0.215
H 1.3822 -2.5117 0.3688  0.199
H -0.3074 -0.7523 2.2964  0.119
H -0.6673 -2.4561 1.6996  0.158
H -1.6902 0.0567 0.6888  0.077
H -1.9930 -1.5333 -0.0157  0.138
H -0.4692 -0.6918 -1.7379  0.115
H -0.5946 1.5608 -2.3158  0.176
H -1.7868 1.7746 -1.0361  0.157
H 1.9697 3.0368 -0.7994  0.228



Which structure wins on stability? b wins.